Record 1
3 unconnected molecules or ions with the total composition C16H32FN5O3S. Source: the Open Molecules 2025 dataset; level of theory: ωB97M-V/def2-TZVPD.

XYZ file:
```
58
C16H32FN5O3S, DFT ωB97M-V/def2-TZVPD
C -4.393 -3.706 -1.041
C -3.243 -4.444 -0.345
C -1.875 -4.181 -0.995
C -1.130 -2.953 -0.435
N -1.019 -1.921 -1.464
N -0.171 -0.854 -1.058
C -0.883 0.042 -0.108
C -0.072 0.969 0.779
O -0.493 1.214 1.874
N 1.147 1.467 0.262
C 2.185 1.486 1.293
C 0.901 2.818 -0.292
S 0.524 -0.161 -2.447
O 0.039 -0.808 -3.611
O 1.902 0.090 -2.245
F -0.197 1.235 -2.404
H -4.760 -4.288 -1.891
H -5.244 -3.556 -0.371
H -4.080 -2.729 -1.421
H -3.440 -5.520 -0.373
H -3.211 -4.174 0.716
H -2.020 -4.017 -2.069
H -1.246 -5.066 -0.887
H -1.703 -2.585 0.429
H -0.125 -3.221 -0.117
H -1.928 -1.579 -1.768
H -1.374 -0.629 0.596
H -1.679 0.609 -0.609
H 1.905 2.095 2.160
H 2.408 0.467 1.614
H 3.091 1.905 0.849
H -0.136 2.920 -0.610
H 1.077 3.576 0.482
H 1.546 2.993 -1.154
C -1.483 7.282 0.546
C -0.218 7.264 -0.303
C -0.487 6.887 -1.765
C -1.069 5.551 -1.880
N -1.510 4.492 -1.967
H -1.946 6.295 0.587
H -1.256 7.584 1.568
H -2.216 7.983 0.144
H 0.502 6.561 0.120
H 0.253 8.249 -0.288
H 0.437 6.902 -2.345
H -1.177 7.598 -2.223
C 4.417 -4.762 1.800
C 3.587 -3.496 1.970
C 2.217 -3.763 2.607
C 1.407 -4.666 1.789
N 0.785 -5.356 1.112
H 3.925 -5.470 1.132
H 5.392 -4.527 1.374
H 4.579 -5.258 2.759
H 3.441 -3.015 1.001
H 4.120 -2.785 2.602
H 1.661 -2.833 2.729
H 2.334 -4.212 3.595
```

Properties
SMILES: CCCCNN(CC(=O)N(C)C)S(=O)(=O)F.CCCC#N.CCCC#N
HOMO-LUMO gap: 9.89 eV
net charge: 0
2S+1: 1
F_max: 0.742 eV/Å

***

Record 2
2 unconnected molecules or ions with the total composition C2H2N2O3 at a distorted geometry. Source: the Open Molecules 2025 dataset; level of theory: ωB97M-V/def2-TZVPD.

XYZ file:
```
9
C2H2N2O3, DFT ωB97M-V/def2-TZVPD
C 1.155 0.730 -0.005
C -1.870 -0.063 -0.191
N 0.913 1.910 -0.250
N -1.700 -1.179 -0.546
O 1.404 -0.367 0.128
O -2.050 1.075 0.042
O -1.409 -2.451 -0.091
H 0.655 2.538 0.396
H -0.748 -2.874 -0.717
```

Properties
energy above the lowest of the compared OMol25 structures with the same formula, charge and spin: 59.46 kcal/mol
SMILES: O=C=NO.N=C=O
HOMO-LUMO gap: 10.55 eV
net charge: 0
2S+1: 1
F_max: 5.231 eV/Å

***

Record 3
A molecular structure, C27H38AsN6O5PdS2 at a distorted geometry. Source: the Open Molecules 2025 dataset; level of theory: ωB97M-V/def2-TZVPD.

XYZ file:
```
80
C27H38AsN6O5PdS2, DFT ωB97M-V/def2-TZVPD
Pd 0.530 2.396 -0.068
C 0.216 -0.143 4.308
C 0.843 1.117 3.749
O 0.194 2.093 3.458
N 2.208 1.089 3.707
C 3.039 2.066 2.992
C 3.597 1.506 1.692
C 4.938 1.129 1.673
C 5.487 0.567 0.532
C 4.684 0.415 -0.578
C 3.359 0.810 -0.486
N 2.812 1.335 0.608
H -0.865 -0.072 4.219
H 0.481 -0.251 5.360
H 0.560 -1.024 3.761
H 2.648 0.202 3.885
H 3.870 2.341 3.645
H 2.424 2.945 2.778
H 5.547 1.259 2.559
H 6.520 0.244 0.517
H 5.063 -0.005 -1.500
H 2.685 0.696 -1.326
C 0.740 2.291 -2.574
C 0.528 1.026 -3.093
C -0.793 0.470 -3.258
C -0.987 -0.824 -3.631
C 0.112 -1.678 -3.935
C 1.413 -1.106 -3.944
C 1.610 0.179 -3.541
C -0.096 -3.053 -4.083
N -0.284 -4.201 -4.110
H -0.066 3.008 -2.679
H 1.740 2.708 -2.649
H -1.650 1.103 -3.052
H -1.991 -1.231 -3.700
H 2.246 -1.719 -4.272
H 2.606 0.607 -3.584
C -0.783 -7.309 -0.167
C -0.845 -5.789 -0.182
S -2.347 -5.328 0.707
O -3.493 -5.695 -0.083
O -2.248 -5.884 2.040
C -2.295 -3.537 0.922
C -2.122 -2.763 -0.384
N -1.852 -1.361 -0.106
C -0.626 -0.790 -0.029
N -0.705 0.512 0.194
C -2.019 0.815 0.257
C -2.761 -0.331 0.082
N -4.151 -0.455 0.135
O -4.662 -1.569 0.131
O -4.798 0.578 0.212
C 0.632 -1.564 -0.120
H 0.123 -7.661 -0.657
H -1.648 -7.714 -0.691
H -0.805 -7.672 0.860
H -0.899 -5.394 -1.196
H -0.017 -5.340 0.368
H -1.478 -3.357 1.621
H -3.250 -3.283 1.383
H -3.043 -2.842 -0.954
H -1.301 -3.159 -0.981
H -2.377 1.808 0.461
H 0.818 -1.870 -1.151
H 0.594 -2.461 0.501
H 1.446 -0.921 0.202
C -0.880 6.655 0.099
As -0.704 4.681 0.234
C -1.791 4.525 1.860
C -1.950 4.293 -1.249
S 1.437 4.572 0.168
H -1.926 6.973 0.094
H -0.394 6.994 -0.816
H -0.364 7.113 0.944
H -2.644 5.197 1.754
H -1.182 4.834 2.707
H -2.128 3.506 2.018
H -2.937 4.694 -1.008
H -2.016 3.221 -1.411
H -1.575 4.781 -2.148
```

Properties
energy above the lowest of the compared OMol25 structures with the same formula, charge and spin: 16.26 kcal/mol
HOMO-LUMO gap: 4.10 eV
net charge: -1
2S+1: 1
F_max: 1.119 eV/Å

***

Record 4
A molecular structure, C14H34BFN2O3PtSb at a distorted geometry. Source: the Open Molecules 2025 dataset; level of theory: ωB97M-V/def2-TZVPD.

XYZ file:
```
57
C14H34BFN2O3PtSb, DFT ωB97M-V/def2-TZVPD
C -3.067 -0.023 1.233
C -2.596 0.100 0.003
Sb -0.465 -0.150 -0.580
C -1.059 0.896 -2.514
N -1.528 -0.006 -3.449
C 0.077 -1.159 1.264
C 0.573 -2.600 1.084
C 1.749 -2.915 2.024
F 2.849 -3.294 1.263
N 0.051 1.736 0.131
C -0.486 2.175 1.416
C -1.609 3.216 1.321
C -1.874 3.742 2.746
O -0.905 -1.927 -1.509
B -2.083 -2.504 -1.205
O -2.281 -3.208 -0.027
O -3.123 -2.432 -2.130
C 1.574 -0.308 -1.472
C 1.706 -1.497 -2.394
C 2.740 -0.269 -0.480
C 3.179 1.147 -0.042
C 3.226 1.311 1.487
H -3.597 0.802 1.698
H -2.959 -0.964 1.768
H -3.293 0.317 -0.806
H -1.870 1.580 -2.277
H -0.193 1.448 -2.895
H -0.787 -0.551 -3.894
H -2.092 0.423 -4.177
H 0.887 -0.559 1.676
H -0.721 -1.141 2.003
H 0.819 -2.876 0.066
H -0.237 -3.246 1.404
H 1.488 -3.676 2.755
H 2.064 -2.023 2.570
H -0.203 2.412 -0.584
H -0.805 1.377 2.089
H 0.315 2.701 1.942
H -1.243 4.074 0.763
H -2.520 2.791 0.907
H -0.932 3.845 3.278
H -2.363 4.710 2.742
H -2.483 3.033 3.306
H -3.209 -3.458 0.085
H -3.987 -2.464 -1.697
H 1.678 0.569 -2.107
H 2.717 -1.414 -2.815
H 1.665 -2.464 -1.910
H 0.943 -1.444 -3.274
H 2.645 -0.934 0.372
H 3.590 -0.656 -1.040
H 4.187 1.320 -0.410
H 2.571 1.905 -0.523
H 2.367 1.826 1.903
H 4.121 1.874 1.739
H 3.370 0.347 1.969
Pt 1.420 -1.515 -4.793
```

Properties
energy above the lowest of the compared OMol25 structures with the same formula, charge and spin: 14.26 kcal/mol
HOMO-LUMO gap: 4.49 eV
net charge: +1
2S+1: 1
F_max: 2.710 eV/Å